# 1
Below is a structure of composition C47H46AsCrN6OTe, with properties calculated with ωB97M-V/def2-TZVPD.

Geometry as ORCA input:
```
! RIJCOSX wB97M-V def2-TZVPD def2/J DEFGRID3
* xyz 0 2
Cr 0.4670 0.2035 1.1681
N 0.6519 0.7035 3.2125
C 1.2918 -0.3017 4.0197
C 1.3536 -0.2744 5.3822
C 2.0386 -1.2935 6.0765
C 2.6665 -2.2995 5.3995
C 2.6234 -2.3444 3.9867
C 3.2796 -3.3239 3.2074
C 3.2099 -3.2477 1.8489
C 2.4426 -2.2272 1.2550
N 1.7780 -1.3316 1.9440
C 1.9041 -1.3481 3.3044
H -0.2986 0.8606 3.5379
H 1.1579 1.5823 3.2838
H 0.8789 0.5299 5.9304
H 2.0723 -1.2628 7.1570
H 3.2074 -3.0714 5.9320
H 3.8436 -4.1065 3.6994
H 3.7206 -3.9523 1.2080
H 2.3939 -2.1606 0.1787
C 5.0336 -1.6029 -3.0288
C 4.2345 -2.6953 -2.7244
C 2.9437 -2.5046 -2.2484
C 2.4532 -1.2150 -2.0660
C 3.2532 -0.1215 -2.3844
C 4.5400 -0.3159 -2.8654
As 0.6356 -0.8562 -1.4337
C -0.0928 -0.4708 -3.1950
C 0.0919 0.6754 -3.9486
C -0.4855 0.7499 -5.2095
C -1.2351 -0.3104 -5.7032
C -1.4021 -1.4626 -4.9507
C -0.8254 -1.5532 -3.6886
C -0.8787 -2.7351 -2.8069
C -1.5579 -3.9187 -3.0820
C -1.4957 -4.9744 -2.1859
C -0.7657 -4.8591 -1.0096
C -0.1045 -3.6745 -0.7169
C -0.1569 -2.6172 -1.6142
H 6.0393 -1.7530 -3.3998
H 4.6098 -3.7012 -2.8667
H 2.3208 -3.3653 -2.0340
H 2.8661 0.8870 -2.2758
H 5.1529 0.5444 -3.1014
H 0.6693 1.4990 -3.5465
H -0.3494 1.6420 -5.8072
H -1.6848 -0.2415 -6.6853
H -1.9730 -2.2896 -5.3536
H -2.1323 -4.0220 -3.9936
H -2.0269 -5.8926 -2.4015
H -0.7323 -5.6821 -0.3077
H 0.4177 -3.5789 0.2255
N 1.3007 2.8891 -1.7411
H 1.4168 2.6403 -0.7645
H 0.3692 3.2901 -1.8118
H 1.9582 3.6352 -1.9444
N 2.2843 0.9029 0.6918
C 3.3441 1.3110 0.4140
N 4.5274 1.7126 0.1782
C 4.7923 2.4022 -0.9208
N 5.0831 3.0096 -1.8621
C -0.3687 3.7481 3.4293
C 0.4014 4.2840 2.2123
C 1.8469 3.8191 2.1052
C -0.4569 4.1191 0.9676
C -0.8521 5.3133 0.3724
C -1.8181 5.3648 -0.6125
C -2.4603 4.1912 -0.9425
C -2.0986 2.9573 -0.4005
C -3.0612 1.8267 -0.7126
C -2.4667 0.5449 -1.2638
C -3.9300 1.5661 0.5192
C -1.0072 2.8987 0.4925
O -0.5324 1.6959 0.9205
H 0.2756 3.6501 4.3078
H -0.8422 2.7904 3.2160
H -1.1761 4.4347 3.6860
H 0.4663 5.3639 2.3635
H 1.9394 2.7683 1.8623
H 2.3852 4.0238 3.0347
H 2.3574 4.3592 1.3051
H -0.3949 6.2310 0.7235
H -2.1012 6.3045 -1.0675
H -3.2883 4.2112 -1.6412
H -3.7063 2.2143 -1.5054
H -1.8676 0.0180 -0.5227
H -1.8540 0.7707 -2.1343
H -3.2683 -0.1232 -1.5841
H -3.3092 1.2067 1.3438
H -4.6771 0.7999 0.3084
H -4.4386 2.4755 0.8450
Te -1.2689 -1.6437 2.1724
C -3.1851 -1.9280 1.3169
C -4.2921 -1.7239 2.1377
C -5.5726 -2.0083 1.6844
C -5.7657 -2.4930 0.3992
C -4.6669 -2.7066 -0.4207
C -3.3851 -2.4376 0.0383
H -4.1533 -1.3358 3.1394
H -6.4207 -1.8403 2.3368
H -6.7645 -2.7086 0.0417
H -4.8013 -3.0933 -1.4239
H -2.5412 -2.6201 -0.6114
*
```

Its expectation value of S² is 0.774. For the LUMO energy (alpha / beta), the calculation gives -1.1 / -0.9 eV. Its total energy is -5770.665917 Eh. The calculation puts the HOMO-LUMO gap (alpha / beta) at 6.262 / 6.424 eV.

Löwdin population analysis, charges in e, atoms 1 to 4: 0.31, 0.01, -0.25, 0.01


# 2
Below is a structure of composition C47H46ClF6GeMgN5O6S2Si, with properties calculated with ωB97M-V/def2-TZVPD.

Geometry as ORCA input:
```
! RIJCOSX wB97M-V def2-TZVPD def2/J DEFGRID3
* xyz -2 1
Mg 1.1333 -1.0997 0.1110
F -2.7974 3.3882 5.1349
C -2.7934 3.5360 3.7847
F -3.5798 2.6811 3.1659
F -3.1288 4.7937 3.5388
S -1.1138 3.3945 3.1019
O -1.3848 3.3252 1.6780
O -0.4018 4.5222 3.6973
N -0.6746 1.9905 3.7680
S 0.6343 1.0501 3.7225
O 0.9579 0.4585 2.4461
O 0.5272 0.2116 4.8772
C 2.1176 2.0958 4.0582
F 3.2216 1.3744 4.2231
F 2.3418 2.9691 3.1045
F 1.9195 2.7893 5.1737
C 1.9990 -2.7974 2.9656
N 2.7407 -3.4029 4.0580
C 3.4519 -2.3655 4.8138
N 4.3327 -1.5952 3.9391
C 3.5188 -1.0422 2.8615
N 2.8505 -2.0489 2.0412
C 3.9083 -2.9864 1.5163
N 4.6982 -3.5779 2.6109
C 3.7596 -4.2948 3.5141
C 5.3144 -2.4715 3.3622
H 1.2762 -2.1180 3.3871
H 1.3675 -3.5935 2.4261
H 4.1177 -2.8424 5.5540
H 2.7230 -1.7070 5.2798
H 4.2178 -0.4875 2.1670
H 2.7955 -0.3953 3.3104
H 4.5572 -2.4530 0.8241
H 3.4747 -3.8133 0.9356
H 4.3217 -4.6860 4.3558
H 3.3135 -5.1021 2.8936
H 5.9812 -1.8972 2.6992
H 5.9121 -2.9575 4.1544
C -2.5116 -2.1966 5.2637
C -2.1734 -3.4257 4.7038
C -1.7753 -3.5059 3.3556
C -1.7696 -2.3414 2.6016
C -2.0983 -1.1077 3.2154
C -2.3954 -1.0250 4.5663
Si -1.1493 -2.3028 0.7844
C -2.5575 -1.2879 0.0063
C -2.3943 0.1026 -0.1178
C -3.3907 0.8207 -0.7310
C -4.5268 0.2222 -1.2714
C -4.7168 -1.1624 -1.1187
C -3.7296 -1.9074 -0.4845
C -1.3298 -4.1081 0.1369
C -2.2326 -4.9806 0.7397
C -2.2621 -6.3283 0.4127
C -1.4672 -6.7996 -0.6096
C -0.6060 -5.9428 -1.2706
C -0.4756 -4.6174 -0.8256
H -2.7218 -2.1726 6.3449
H -2.1888 -4.3182 5.3457
H -1.4496 -4.4378 2.9304
H -2.0571 -0.1829 2.6520
H -2.5823 -0.0501 5.0232
H -1.5018 0.5884 0.2673
H -3.3610 1.8684 -0.8825
H -5.2575 0.8447 -1.7787
H -5.6193 -1.6925 -1.5119
H -3.8737 -2.9761 -0.4416
H -2.9392 -4.5575 1.4762
H -2.8930 -6.9748 1.0104
H -1.5143 -7.8489 -0.8450
H 0.0433 -6.2904 -2.0191
H 0.2781 -3.9936 -1.2563
O 3.1468 1.3724 -0.3754
C 1.9703 1.6792 -0.3677
O 1.0355 0.8423 -0.1300
C 1.4536 3.0905 -0.5602
C 0.0835 3.2945 -1.2320
Ge -0.0007 2.8980 -3.1564
C -1.8326 3.4647 -3.8126
C -2.3747 3.1284 -5.0443
C -3.6435 3.5046 -5.3774
C -4.4696 4.2139 -4.5286
C -3.9414 4.5662 -3.2872
C -2.6406 4.1848 -2.9472
C 1.2379 3.9206 -4.3587
C 2.6252 3.6688 -4.4331
C 3.4052 4.4039 -5.3132
C 2.8338 5.3377 -6.1495
C 1.4874 5.5956 -6.0686
C 0.7054 4.9047 -5.1745
C 0.2583 1.0049 -3.5883
C 1.2459 0.6809 -4.5152
C 1.3133 -0.6135 -5.0120
C 0.3848 -1.5500 -4.5834
C -0.5853 -1.2319 -3.6285
C -0.6620 0.0638 -3.1342
H 2.2184 3.7321 -1.0479
H 1.3331 3.5493 0.4258
H -0.2221 4.3510 -1.1047
H -0.7041 2.6867 -0.7439
H -1.8473 2.4927 -5.7604
H -4.0527 3.1673 -6.3138
H -5.4616 4.5533 -4.8820
H -4.5686 5.1307 -2.5577
H -2.2085 4.4773 -1.9848
H 3.0931 2.9121 -3.7571
H 4.4872 4.2300 -5.3503
H 3.4514 5.8621 -6.8790
H 1.0403 6.3783 -6.7028
H -0.3434 5.1047 -5.1072
H 1.9475 1.4427 -4.8046
H 2.1147 -0.8505 -5.6728
H 0.3980 -2.5521 -4.9336
H -1.2177 -2.0415 -3.2322
H -1.3515 0.3551 -2.3393
Cl 2.4462 -2.1632 -1.4014
*
```

For the LUMO energy, the calculation gives 4.0 eV. Its total energy is -6966.307211 Eh. The calculation puts the HOMO-LUMO gap at 6.588 eV.

Löwdin population analysis, charges in e, atoms 1 to 4: 0.30, 0.11, -0.71, 0.15


Look up the total energy of the second one.
-6966.307211 Eh


The highest total energy belongs to which entry?
C47H46AsCrN6OTe